[1]
{"formula": "C14H37NiO17S5", "method": "the ωB97M-V functional and the def2-TZVPD basis", "symbols": ["Ni", "O", "H", "O", "S", "O", "O", "C", "C", "C", "H", "H", "H", "H", "H", "H", "H", "H", "O", "S", "O", "O", "C", "C", "C", "H", "H", "H", "H", "H", "H", "H", "H", "O", "S", "O", "O", "C", "C", "C", "H", "H", "H", "H", "H", "H", "H", "H", "O", "S", "O", "O", "C", "C", "C", "H", "H", "H", "H", "H", "H", "H", "H", "C", "C", "O", "S", "O", "O", "O", "H", "H", "H", "H"], "coordinates": [[-1.120, -0.991, 0.142], [-0.175, 0.319, -0.855], [0.256, 0.587, -1.655], [-4.587, -1.126, -1.650], [-3.368, -1.681, -2.202], [-2.111, -1.606, -1.473], [-3.610, -3.309, -2.422], [-4.788, -3.721, -3.146], [-4.382, -4.464, -4.394], [-3.067, -1.241, -3.938], [-5.455, -2.882, -3.342], [-5.202, -4.489, -2.491], [-4.121, -3.824, -5.240], [-5.218, -5.076, -4.739], [-3.553, -5.144, -4.202], [-3.979, -1.322, -4.525], [-2.331, -1.962, -4.285], [-2.718, -0.212, -3.997], [2.113, 0.732, 2.460], [0.707, 0.595, 2.698], [-0.150, -0.177, 1.844], [0.491, -0.048, 4.199], [1.056, 0.669, 5.330], [2.354, -0.054, 5.673], [-0.137, 2.176, 2.988], [0.393, 0.668, 6.191], [1.348, 1.675, 5.034], [2.743, 0.111, 6.675], [3.098, 0.245, 4.930], [2.298, -1.129, 5.492], [0.511, 2.929, 3.425], [-1.033, 2.013, 3.581], [-0.461, 2.536, 2.010], [0.586, -4.897, -0.059], [0.895, -3.716, 0.687], [0.396, -2.394, 0.277], [0.421, -3.995, 2.197], [0.468, -3.001, 3.211], [0.488, -3.762, 4.514], [2.690, -3.643, 0.951], [-0.409, -2.359, 3.101], [1.344, -2.352, 3.106], [-0.447, -4.317, 4.574], [0.454, -3.053, 5.344], [1.391, -4.358, 4.613], [2.935, -2.835, 1.636], [3.132, -3.423, -0.019], [2.918, -4.623, 1.357], [3.099, 4.095, -1.752], [2.891, 3.523, -0.427], [3.719, 3.992, 0.654], [1.337, 3.526, -0.018], [0.602, 4.758, 0.093], [1.102, 5.653, 1.209], [3.174, 1.774, -0.503], [-0.457, 4.513, 0.068], [0.838, 5.310, -0.825], [1.175, 5.139, 2.173], [0.448, 6.492, 1.451], [2.098, 6.026, 0.979], [3.429, 1.419, 0.491], [3.864, 1.535, -1.303], [2.188, 1.317, -0.643], [0.449, 2.556, -3.351], [0.636, 1.283, -4.151], [-0.519, 1.176, -4.995], [-1.540, 2.441, -4.784], [-2.561, 2.135, -3.817], [-1.968, 2.878, -6.064], [-0.396, 3.382, -4.150], [1.373, 2.988, -2.976], [-0.193, 2.375, -2.478], [0.698, 0.337, -3.611], [1.452, 1.310, -4.878]], "homo_lumo_gap_ev": [9.84, 8.68], "relative_energy_kj_mol": 90.1, "e_lumo_ev": [-3.06, -3.96], "s_squared": 2.0054, "e_homo_ev": [-12.91, -12.64], "total_charge": 1, "multiplicity": 3}

***

[2]
{"formula": "C14H38AlINO5S", "method": "the ωB97M-V functional and the def2-TZVPD basis", "symbols": ["C", "C", "I", "C", "Al", "C", "N", "S", "C", "O", "O", "H", "H", "H", "H", "H", "H", "H", "H", "H", "H", "H", "H", "H", "H", "C", "C", "C", "O", "H", "H", "H", "H", "H", "H", "H", "H", "C", "C", "C", "O", "H", "H", "H", "H", "H", "H", "H", "H", "C", "C", "C", "O", "H", "H", "H", "H", "H", "H", "H", "H"], "coordinates": [[1.059, 1.174, 2.221], [0.513, 2.246, 1.274], [0.291, 1.457, -0.752], [-0.782, 2.879, 1.748], [-2.576, 2.012, 2.080], [-3.404, 2.899, 3.646], [-3.599, 1.894, 0.548], [-2.490, -0.268, 2.805], [-1.775, -1.394, 1.605], [-1.597, -0.421, 3.976], [-3.895, -0.712, 2.926], [0.317, 0.908, 2.979], [1.312, 0.244, 1.712], [1.963, 1.529, 2.721], [1.279, 2.991, 1.076], [-1.044, 3.699, 1.062], [-0.507, 3.358, 2.702], [-4.263, 3.504, 3.327], [-2.701, 3.562, 4.161], [-3.786, 2.196, 4.395], [-4.344, 1.207, 0.667], [-4.085, 2.770, 0.352], [-2.458, -1.513, 0.766], [-0.821, -0.998, 1.251], [-1.646, -2.333, 2.143], [2.420, -2.575, 0.073], [1.323, -3.561, -0.293], [1.880, -4.852, -0.867], [0.380, -2.966, -1.180], [2.996, -2.312, -0.821], [1.988, -1.663, 0.481], [3.109, -3.005, 0.801], [0.731, -3.782, 0.598], [2.455, -4.637, -1.775], [1.071, -5.539, -1.116], [2.563, -5.337, -0.167], [0.845, -2.714, -1.988], [7.313, -5.569, -2.861], [5.867, -5.887, -2.518], [5.002, -6.054, -3.756], [5.318, -4.912, -1.638], [7.367, -4.632, -3.422], [7.906, -5.467, -1.953], [7.750, -6.354, -3.481], [5.832, -6.809, -1.931], [4.998, -5.127, -4.338], [3.976, -6.292, -3.475], [5.384, -6.849, -4.399], [5.312, -4.058, -2.090], [-5.031, 7.627, -1.306], [-4.816, 6.510, -0.296], [-3.502, 5.786, -0.518], [-5.917, 5.602, -0.298], [-5.047, 7.216, -2.320], [-5.977, 8.135, -1.121], [-4.222, 8.359, -1.256], [-4.836, 6.931, 0.712], [-3.487, 5.333, -1.514], [-3.363, 4.993, 0.215], [-2.659, 6.475, -0.449], [-5.893, 5.099, -1.122]], "homo_lumo_gap_ev": 7.02, "e_lumo_ev": 2.09, "e_homo_ev": -4.94, "total_charge": -1, "multiplicity": 1}

***

Short version: energy = -145134.3465; -52397.9819 eV, in the order given.